w | A structure of composition C34H32BaN11PS2, computed with ωB97M-V/def2-TZVPD.

```
! wB97M-V def2-TZVPD RIJCOSX def2/J DEFGRID3
* xyz 0 1
Ba -0.214 -0.671 -0.281
C -5.295 -0.632 -2.167
N -4.264 -1.487 -1.614
C -4.386 -2.193 -0.452
C -3.172 -2.780 -0.234
N -2.307 -2.436 -1.235
C -2.980 -1.639 -2.049
P -2.393 -0.920 -3.628
C -0.868 -1.879 -3.858
N 0.096 -2.092 -2.982
C 1.067 -2.775 -3.651
C 0.689 -2.979 -4.948
N -0.549 -2.417 -5.071
C -1.326 -2.354 -6.297
C -1.620 0.682 -3.216
N -0.362 0.867 -2.855
C -0.190 2.217 -2.761
C -1.354 2.855 -3.072
N -2.254 1.878 -3.382
C -3.662 2.116 -3.618
H -6.268 -1.045 -1.911
H -5.202 0.372 -1.753
H -5.203 -0.601 -3.251
H -5.304 -2.202 0.110
H -2.879 -3.429 0.575
H 1.978 -3.090 -3.167
H 1.172 -3.473 -5.773
H -0.949 -3.107 -6.984
H -2.373 -2.558 -6.089
H -1.240 -1.372 -6.762
H 0.748 2.645 -2.451
H -1.631 3.895 -3.064
H -3.777 3.042 -4.177
H -4.079 1.299 -4.205
H -4.184 2.197 -2.664
N -3.100 3.726 -0.070
C -2.187 2.700 0.112
S -2.839 1.100 -0.015
N -0.976 3.121 0.361
N 0.003 2.163 0.384
C 1.143 2.569 0.820
C 1.386 3.928 1.380
C 2.361 4.744 0.818
C 2.610 6.006 1.341
C 1.898 6.451 2.444
C 0.932 5.634 3.019
C 0.673 4.382 2.486
C 2.299 1.628 0.778
C 3.337 1.751 1.697
C 4.360 0.821 1.687
C 4.340 -0.192 0.743
C 3.279 -0.226 -0.144
N 2.285 0.656 -0.139
H -4.046 3.484 0.172
H -2.779 4.618 0.281
H 2.928 4.389 -0.035
H 3.364 6.638 0.890
H 2.096 7.431 2.858
H 0.377 5.976 3.883
H -0.088 3.746 2.919
H 3.315 2.543 2.433
H 5.156 0.877 2.418
H 5.111 -0.949 0.706
H 3.213 -1.014 -0.889
S 2.716 -2.043 3.922
C 2.019 -0.550 4.370
C 1.112 -0.118 3.448
C 0.918 -0.972 2.306
C 1.747 -2.058 2.450
C 1.848 -3.202 1.543
C 2.632 -4.329 1.835
C 2.641 -5.404 0.973
C 1.865 -5.360 -0.180
C 1.138 -4.208 -0.412
N 1.133 -3.152 0.403
H 2.315 -0.072 5.292
H 0.580 0.818 3.588
H 3.213 -4.355 2.747
H 3.239 -6.278 1.203
H 1.822 -6.187 -0.874
H 0.517 -4.115 -1.297
*
```

x | A structure of composition C34H32BaN11PS2, computed with ωB97M-V/def2-TZVPD.

```
! wB97M-V def2-TZVPD RIJCOSX def2/J DEFGRID3
* xyz 0 1
Ba -0.359 0.421 -0.050
C -0.959 -2.267 -5.784
N -0.525 -2.265 -4.395
C -0.467 -3.358 -3.573
C -0.029 -2.903 -2.362
N 0.174 -1.550 -2.418
C -0.131 -1.189 -3.649
P -0.061 0.484 -4.348
C 1.359 1.144 -3.410
N 1.587 1.020 -2.115
C 2.808 1.598 -1.885
C 3.324 2.075 -3.057
N 2.402 1.785 -4.024
C 2.513 2.159 -5.428
C -1.472 1.244 -3.477
N -1.944 0.886 -2.300
C -3.029 1.685 -2.056
C -3.217 2.536 -3.106
N -2.226 2.251 -4.010
C -2.018 2.925 -5.281
H -1.118 -3.296 -6.094
H -0.204 -1.820 -6.426
H -1.894 -1.721 -5.902
H -0.747 -4.341 -3.913
H 0.127 -3.463 -1.453
H 3.253 1.628 -0.901
H 4.249 2.581 -3.283
H 3.556 2.368 -5.650
H 1.924 3.048 -5.646
H 2.174 1.347 -6.064
H -3.588 1.606 -1.133
H -3.940 3.316 -3.280
H -2.872 3.567 -5.475
H -1.928 2.203 -6.089
H -1.120 3.542 -5.255
N -0.119 -4.372 1.385
C -0.144 -3.006 1.272
S -1.606 -2.306 0.712
N 1.010 -2.472 1.661
N 1.219 -1.156 1.417
C 2.264 -0.661 1.997
C 3.132 -1.425 2.945
C 3.312 -0.940 4.238
C 4.119 -1.611 5.147
C 4.771 -2.774 4.766
C 4.605 -3.262 3.475
C 3.787 -2.597 2.573
C 2.627 0.765 1.754
C 3.939 1.196 1.968
C 4.261 2.530 1.793
C 3.268 3.423 1.426
C 1.999 2.917 1.207
N 1.681 1.625 1.338
H -1.015 -4.825 1.419
H 0.623 -4.754 1.950
H 2.804 -0.030 4.539
H 4.236 -1.225 6.152
H 5.404 -3.300 5.470
H 5.109 -4.171 3.170
H 3.640 -2.989 1.576
H 4.693 0.484 2.275
H 5.278 2.868 1.956
H 3.462 4.481 1.306
H 1.195 3.579 0.913
S -3.081 3.759 2.729
C -3.482 2.236 3.390
C -2.894 1.211 2.710
C -2.064 1.597 1.598
C -2.086 2.968 1.503
C -1.388 3.779 0.508
C -1.336 5.185 0.562
C -0.637 5.888 -0.394
C 0.002 5.199 -1.424
C -0.108 3.823 -1.422
N -0.762 3.117 -0.492
H -4.140 2.189 4.248
H -3.046 0.176 3.002
H -1.837 5.704 1.369
H -0.585 6.970 -0.343
H 0.564 5.712 -2.194
H 0.371 3.239 -2.203
*
```

Order from most stable to least stable according to the calculation: w, x